Molecular formula: C93H219N21O13P4
Method: DFT, the ωB97M-V functional and the def2-TZVPD basis

```
! RIJCOSX wB97M-V def2-TZVPD def2/J DEFGRID3
* xyz 0 1
C 0.02782 2.55636 0.05590
H 0.96053 0.40403 4.27363
H -6.57249 4.66084 6.82424
H -0.60959 4.43970 -4.06970
H 1.21422 4.47589 4.03656
H -3.83771 -1.78511 5.99868
H -4.41810 2.16820 4.95069
H 1.80783 0.34069 -6.61721
C 2.69488 -3.74664 3.19621
H 0.48881 -6.02084 2.59531
H -7.09863 4.04736 -2.01088
C 2.46646 -8.67458 2.93111
H 6.42477 0.64140 3.42918
H 2.97386 0.24833 0.04904
C 0.89736 -6.26513 -0.20482
C 2.87099 8.21527 -3.67145
C -5.86488 -1.01042 -3.52342
H 2.52806 -0.32334 -5.07973
H -3.00046 -4.99752 -4.74868
C -0.36976 5.08517 7.04217
H 6.66149 -3.13279 2.49981
O 3.75311 -4.79202 -6.07218
H -0.41317 4.02209 4.37080
C -3.71878 8.22813 -1.77246
H 3.69265 1.67372 7.09359
C 3.64690 4.49637 5.36690
C -2.19062 -8.01794 -3.55956
H 2.35253 4.48721 -5.97289
H -2.34943 6.50657 -3.36639
H 4.43780 -9.23870 1.19371
H 1.84756 -1.47728 6.56449
H 4.05073 4.36643 -4.22095
H 2.91882 -7.62719 -5.66853
N -5.18973 -2.10278 2.60881
C 0.80489 1.47076 4.43481
C -0.56525 1.36757 -0.69048
H 6.72110 4.70640 1.18389
H -1.20852 5.60486 -5.35987
O -3.30289 -4.77429 -2.55545
O 4.33610 0.74138 -3.70146
H 4.79978 -6.34638 -2.85856
H 5.50658 -0.48303 1.33444
H -0.15257 2.20405 -2.65267
H -2.11492 -3.82706 -0.17820
N -4.88920 -1.80333 -4.34457
H -5.71503 5.80062 0.43628
P -3.52710 -1.78161 2.52185
H 3.33115 -1.67361 7.40047
C -2.78504 -4.45718 2.26690
H -4.05859 5.54236 -4.96837
H -1.26170 -7.94812 -4.12554
H -1.36859 1.73183 6.17868
C -2.61285 6.05454 -0.84778
H 0.28583 7.46838 -6.13073
H -2.64637 6.47122 0.15888
C -5.80844 0.42945 -3.94834
H -5.71608 -0.34116 1.63480
C 3.65356 -3.80103 -2.27395
C 1.26639 0.62754 -2.22706
C -4.35079 6.20703 -4.15540
N -6.59189 4.40436 4.66601
H -0.79270 -8.72250 1.69259
H -0.72844 6.10268 6.88681
H 4.19228 -8.05462 -3.25211
H -7.31713 -1.56421 -4.95125
H 0.68764 -6.57530 -1.22849
H -6.34306 8.30554 -2.99064
H -1.89518 -8.46134 -2.60866
O -4.93204 -3.24849 -4.06942
O -3.14881 -0.42564 2.00679
N 0.73878 1.82527 5.87054
H 1.36097 -7.06482 -5.26957
H -4.25734 1.46462 2.02697
H 3.97650 4.10018 1.21266
H -5.41050 6.90753 5.23966
P 3.17936 -4.82968 -4.73284
H 4.29805 -4.32389 2.09882
H -6.17939 -1.94966 0.77461
C -5.11579 7.11198 4.21037
C -3.65212 0.11907 -5.08037
H -5.07890 -3.80815 3.79204
C 2.24299 -2.80688 4.32617
H -3.67748 -6.53384 -5.47120
H -8.05893 2.73106 4.64607
C 0.70677 -4.44888 -3.42870
H -0.12784 1.68832 3.91444
C 8.18420 0.54749 -0.56621
H 4.99143 2.72434 6.60333
H 0.13366 -5.54436 0.08734
N -2.71101 -6.63628 -3.59931
H 3.14726 -0.72050 -6.75688
H 4.30076 -2.51475 2.18730
H 4.98110 -7.16189 -4.42537
O -0.67651 0.13666 1.47577
H 1.88014 -5.81101 -0.07824
O 5.86196 2.05760 -1.68366
C 3.35760 5.19178 -4.38359
C 6.51813 -0.07714 1.32346
H 5.11225 2.17685 -4.89796
H -4.96165 4.85259 6.11119
H 2.70504 -8.59919 -1.15366
H -0.48968 0.26772 6.71061
H 7.65594 1.36136 2.53134
C 6.68369 0.37362 -0.17885
H -2.45093 6.12557 3.78050
C 5.68975 2.75504 0.63257
H -8.54907 4.16816 3.75250
H 2.25916 -1.19157 -1.75744
P -5.67451 4.62342 3.23082
C -0.14284 1.21736 -2.18958
H 8.66609 1.37893 -0.05184
H 6.14435 -5.57264 3.72270
C -2.86999 -2.10549 -5.84276
C -3.71913 6.64083 -1.72949
N 1.83193 -8.40873 0.50619
H 2.00199 -8.24940 -4.25236
C -5.75302 5.61154 -3.70128
H 1.58977 -2.42874 -5.75353
H -3.19050 -0.17641 5.49890
H -0.79755 7.03532 -3.14766
C -2.91442 -3.15356 0.13051
H -2.80057 -6.49290 -1.55290
H -0.18430 -5.02592 -3.67591
H -1.42058 -2.38410 5.43910
H 0.48782 -3.48922 -2.96050
C 4.03683 2.31040 6.27855
H 4.87998 2.44870 -7.17757
N 3.08609 3.26669 5.89534
H -2.30491 2.39899 -1.39309
H -6.40383 5.95579 -4.50503
H -4.48167 7.25318 -4.43207
H 1.18325 -2.96629 4.52525
H -2.76456 -8.70522 -4.18112
C 2.91718 -1.60069 6.39478
N 4.15468 -3.99845 -3.60930
N -2.95974 -1.82925 4.13560
N -5.02516 6.14203 -1.37660
H -2.07738 -5.02309 1.66104
C -2.83816 -6.05258 -4.96917
H -2.71977 0.65101 -5.26977
N 5.91044 1.65787 -0.40082
H -7.26827 7.88998 -1.56712
H 0.44601 -8.27420 3.61107
H 0.01328 5.72094 4.58656
H 0.42785 -10.40274 2.11455
C -1.50203 -1.97937 4.43031
H 1.87946 -11.36676 2.17792
C 1.38432 -10.57202 1.61996
H 3.61597 -4.44830 7.12846
C -2.13321 1.60652 -0.66465
N 4.57127 -2.76325 5.12180
C 3.13335 5.85049 -3.05663
C -3.26712 5.96516 3.07608
H 6.68758 4.30762 -0.50229
H 3.07723 2.50885 -7.46450
H -0.90839 -1.06645 4.38268
H -1.93612 -6.19655 -5.56390
C -5.60070 -1.16665 -1.98901
H 2.52268 7.43781 -0.77567
H -2.42704 -4.34741 3.29057
H 4.12741 6.19260 -2.76872
H 1.72807 -7.13965 4.15277
H -0.24566 3.56098 -0.26667
C 0.75070 -7.42366 0.84291
H -7.81009 7.41958 -3.16128
H -0.88992 -8.50300 -0.07473
H -0.02219 -3.03648 -5.33493
H 3.66821 -10.40775 0.07066
C 5.47571 -5.01174 4.37571
H 3.15562 -0.66638 5.88653
O -5.39024 6.53646 -0.08780
H 4.48127 -3.67748 -1.57558
H -7.49076 5.32341 -0.78939
H 2.13857 -6.33182 2.03253
N -4.53711 5.83905 3.69517
H -7.46673 -2.54834 -3.52714
H 4.61500 2.04730 2.36121
H 7.29814 -3.20268 4.12880
H 1.12822 -5.00782 -2.59319
H -2.93858 5.03642 2.60961
C 2.84538 -4.18376 6.40437
H 4.59865 -2.11643 -4.29773
C 2.18249 0.01763 0.76221
H 0.68031 6.10334 -7.11675
C -2.48426 -1.41944 -3.53807
C -2.98056 -5.96810 -2.50389
H -8.53261 4.11572 5.48799
H -3.36840 3.62959 4.86692
C 6.03631 -0.74161 -1.12066
N -0.27789 0.08484 0.12484
N 3.09099 -6.41504 -4.08882
H 4.31138 4.90982 6.12560
H -0.94041 0.72331 -2.74447
H -2.80293 -0.94256 -2.61118
C 3.18133 -2.88421 5.59821
C -6.92645 7.50868 -2.52935
H 0.67727 -1.39603 -2.12270
H 2.83286 5.14895 5.05135
H 6.54926 -0.66377 -2.07926
H -4.05660 0.15275 -6.09198
C 1.74198 7.30590 -1.52481
H 3.77173 8.57423 -3.17354
H -5.93585 7.50510 3.60948
H 2.59730 -0.65095 1.51656
H -2.04917 -1.54669 -6.29231
C 6.62310 1.02819 2.42960
H -2.93726 5.03503 -0.63930
C -7.96795 3.81648 4.60498
H 6.12091 2.87745 2.77627
H -3.53690 -2.25307 -6.69221
C -3.66100 -1.10218 5.16773
O 1.66280 3.05846 8.16602
H 0.78975 -3.89258 -6.53203
H 4.64817 -5.72013 4.41413
H -4.15099 8.77278 -2.61189
H -3.21553 6.79951 2.37658
C 0.98837 -3.32810 -5.62098
H -4.73494 2.03311 -4.67642
H -4.70060 -0.89115 4.91712
H 1.88689 0.91203 1.31064
H 3.08321 -4.65216 -1.90195
C -4.48115 1.11345 -4.14926
H 0.12053 5.19488 8.00947
H -4.38929 7.92456 4.21126
H -2.69659 -2.11926 -0.13570
O 5.46000 -2.44193 6.05954
C 3.93326 1.90894 -7.15558
C -7.19896 5.11561 -1.81884
H 1.24887 6.38566 -1.21160
H 7.29375 -0.82685 1.47987
H -8.19163 5.37123 -2.18946
H -1.48850 -7.27685 1.00542
H 3.94739 1.22884 -8.00726
H 0.99498 8.09561 -1.44444
H 2.40930 -9.44648 3.69857
C 0.74763 -2.10513 0.55495
H -6.56940 -1.33138 -1.51720
H -6.44640 1.13110 -3.41094
H 5.31479 1.40096 -2.12071
C 0.37632 4.69913 4.69701
C 1.30142 -0.71900 -1.53946
H 3.44996 -8.23543 3.09835
C 4.32120 -7.01986 -3.56953
H -1.63626 6.02587 -1.33103
H -4.12641 1.18822 -3.12131
H 3.53679 2.59111 0.36444
H -7.03466 -1.19720 2.20052
H 2.98757 8.09224 -4.74819
H 8.15569 0.91543 -1.59184
H -1.05974 -2.75829 3.80922
C -6.08646 -1.36483 1.68973
H -6.25392 0.30360 -4.93516
H -5.10610 -2.08951 -1.68601
H -5.58919 3.28859 6.24006
C -5.08962 2.10739 2.31379
C 2.30315 -7.36199 -4.80904
N 3.61518 1.15497 -5.91304
H 5.79238 -3.41260 -4.80441
C 4.28109 3.38275 0.45067
H -0.37715 4.21234 -5.81628
C 2.31510 -9.37839 1.51282
C -5.76441 -3.22695 3.17530
C -7.33180 -1.51994 -3.86224
O -6.38094 4.96137 1.99741
H 1.62485 -2.73969 0.42876
C -3.53102 -1.34000 -4.65826
H 4.14811 3.88714 -0.50641
H -0.27122 2.57138 1.10397
C 3.68169 -10.01666 1.08799
H 5.63441 -2.74492 -3.08409
H -6.07043 -3.92035 2.39194
C 4.36450 1.37964 -4.76556
H 4.14718 1.58778 5.47000
H 4.35487 4.18103 4.60045
H -0.44090 1.90873 7.50540
H -5.23000 -0.31362 -1.42068
H -0.04164 -2.65025 0.03727
C -0.42742 1.34700 6.57139
C 6.44817 -2.86643 3.53501
N -2.95982 -3.16953 1.61819
O -0.18231 7.52493 -3.69843
H -3.75353 -4.95715 2.27974
C 0.87821 5.75135 -4.94104
H -2.50048 1.79139 0.34483
N 0.59616 4.49068 6.11856
C -6.21994 6.14027 -2.34316
H 2.00604 -3.83140 2.35573
H -3.04409 2.16107 3.97053
N 0.93504 6.60627 -3.75544
H 2.70681 -4.73345 3.65899
H -6.66696 -3.03106 3.75421
H 4.01581 -10.73942 1.83236
H -4.11016 8.72247 -0.88333
H 1.58601 0.36508 -3.23556
P 1.54683 3.14985 6.67590
H -1.12045 4.34262 7.31267
H 2.14074 9.00674 -3.50289
H 6.30067 -1.79430 3.40511
H -5.76314 1.44331 2.85550
H 1.10618 2.41677 0.13175
N 1.54344 -4.23807 -4.62332
H 1.91062 -4.10243 6.95910
H 1.99492 6.97318 -6.33451
H 2.82216 5.13014 -2.30009
H 3.76513 5.92229 -5.08243
C -0.69061 -8.00805 0.87574
C 2.17258 7.06591 -2.99547
H -3.22027 4.92682 -2.89754
H 5.75929 -1.59607 5.71815
C 1.15381 -6.77628 2.17673
H 0.71983 -2.12037 1.64449
C -3.27303 5.99860 -3.08884
C 5.65487 2.19211 2.06829
H -4.45603 -3.31044 -3.23806
H -1.61460 -0.03024 1.35860
H -2.40549 -2.46937 -3.25603
C 1.01255 -0.65475 -0.01784
H 2.41533 -1.77405 4.02344
C 1.36402 -7.75719 3.33166
H 1.67966 3.74432 -4.51391
H 1.24192 -10.89771 0.58955
H 5.92665 -4.91633 5.36345
C 2.71209 0.02821 -6.09494
H -2.54392 -3.08771 -5.50068
C -3.84130 2.82676 4.30131
H 6.36387 -1.69926 -0.71605
H 1.63079 1.90497 3.87138
C 2.04288 4.67714 -4.94521
C 0.97076 6.62364 -6.20405
C 5.12336 -3.53638 3.95043
C -0.41056 4.94834 -5.01298
C 5.14691 -3.01675 -4.02033
C -5.90504 4.31174 6.03637
H 8.84898 -0.31256 -0.48571
H -1.49716 -1.04078 -3.80333
H 7.81536 3.44833 0.48200
C 6.81085 3.87143 0.48900
H -5.67182 4.52469 -3.71772
H 1.99585 1.33678 -1.83596
O 1.82127 -8.76380 -0.81682
H 2.68381 -5.05127 5.76450
N -4.64592 3.20777 3.10835
H -3.76972 -3.54866 -0.41765
H -2.57794 0.67435 -1.01303
H -2.70045 8.61671 -1.78335
H 4.95327 -0.69205 -1.23317
H -5.67838 2.44448 1.46065
H 2.93830 -2.97882 -2.25222
C 4.16767 -3.44805 2.73443
H -8.14016 -0.90482 -3.46692
*
```

Properties
LUMO level	0.33	eV
total energy	-195049.083	eV
Kohn-Sham gap	7.60	eV
HOMO level	-7.3	eV